1.
The following is a quantum chemistry calculation of a cluster of 4 separate species, C2H12NO3S in total, from the Open Molecules 2025 dataset.

Gap between HOMO and LUMO (spin up / spin down), eV: 10.33 / 6.91
2S+1: 2
Electronic energy, eV: -20733.467
ΔE to the lowest compared entry with this formula, charge and spin, kcal per mole: 34.1
Total charge: 0
LUMO level (spin up / spin down), eV: 0.36 / -2.82
Highest occupied orbital energy (spin up / spin down), eV: -9.977 / -9.724

The geometry in XYZ format:
```
19
C2H12NO3S | the Open Molecules 2025 dataset | the ωB97M-V functional and the def2-TZVPD basis
H 1.78004 -2.56123 -2.53634
S -0.59109 1.12817 1.82795
H 0.34034 -0.56348 -1.02834
H -2.58004 1.50036 -1.28926
H 1.83785 -2.61265 -1.05667
H 1.74673 2.01488 1.33825
O -1.72193 1.19416 -1.70813
H 1.57751 0.30905 -1.52288
O -4.35796 -0.25588 2.06358
H 2.83629 -0.29487 0.65192
H -1.13524 1.33213 -1.03513
H 1.02299 -0.82629 1.10709
N 1.33212 -0.46525 -0.93716
O 2.20565 -3.11351 -1.78892
C 1.00060 1.41041 0.79112
H -3.50374 -0.37305 1.55119
H 0.69567 2.17790 0.08095
H -4.09862 0.04034 2.96765
C 1.61283 -0.04120 0.52312
```

2.
The following is a quantum chemistry calculation of a cluster of 4 separate species, C2H12NO4 in total, from the Open Molecules 2025 dataset.

Gap between HOMO and LUMO, eV: 8.83
Electronic energy, eV: -11949.739
ΔE to the lowest compared entry with this formula, charge and spin, kcal per mole: 10.7
Total charge: -1
LUMO level, eV: 4.06
Highest occupied orbital energy, eV: -4.766

The geometry in XYZ format:
```
19
C2H12NO4 | the Open Molecules 2025 dataset | the ωB97M-V functional and the def2-TZVPD basis
H -1.07144 0.98381 -0.80055
H 1.31998 0.15070 -0.98731
H 1.32751 1.27482 1.75778
H 0.04301 2.78195 1.27608
O -0.16438 3.72076 0.91755
O 0.76626 -1.55125 -2.02840
H 0.77264 -3.09121 0.97093
H -1.56930 -0.69870 1.00632
H -0.25532 -1.89634 0.53078
C 0.48782 -0.22414 -1.59087
O 0.03215 -2.98866 0.41180
C -0.81472 -0.07981 -0.82665
H -0.21611 0.31622 1.18202
H 0.40858 0.35658 -2.51207
H -1.56798 -0.67682 -1.34739
H -0.83884 4.06174 1.51540
N -0.66456 -0.55580 0.56770
O 0.36359 1.37209 1.87365
H 0.52107 -2.16510 -1.30299
```

3.
The following is a quantum chemistry calculation of a cluster of 4 separate species, C2H12NO4 in total, from the Open Molecules 2025 dataset.

Gap between HOMO and LUMO, eV: 8.90
Electronic energy, eV: -11949.715
ΔE to the lowest compared entry with this formula, charge and spin, kcal per mole: 11.2
Total charge: -1
LUMO level, eV: 4.03
Highest occupied orbital energy, eV: -4.871

The geometry in XYZ format:
```
19
C2H12NO4 | the Open Molecules 2025 dataset | the ωB97M-V functional and the def2-TZVPD basis
C 0.69128 -1.46678 1.08395
H 1.02623 1.81265 1.57763
H -0.95774 0.98816 -0.03121
O -2.21854 0.05265 -2.51697
H -0.43800 0.88004 1.95453
H -0.11290 1.12139 -1.20593
O -0.54013 1.74359 -0.46974
H 0.46812 -1.80027 2.10001
H 1.00733 0.11394 0.02123
H -0.35391 -1.37863 -0.50929
H 0.87340 -0.24519 -2.60402
O -0.57173 -1.65721 0.40303
H -1.22828 -0.10619 -2.33617
H -2.29160 0.89860 -2.15454
C 0.65442 0.87242 1.93466
N 1.15487 -0.12747 0.98984
O 0.30050 -0.13698 -1.83968
H 1.47726 -2.12715 0.70134
H 1.05941 0.56245 2.90135
```

4.
The following is a quantum chemistry calculation of a cluster of 4 separate species, C2H12NO4 in total, from the Open Molecules 2025 dataset.

Gap between HOMO and LUMO, eV: 8.34
Electronic energy, eV: -11949.157
ΔE to the lowest compared entry with this formula, charge and spin, kcal per mole: 24.1
Total charge: -1
LUMO level, eV: 3.88
Highest occupied orbital energy, eV: -4.458

The geometry in XYZ format:
```
19
C2H12NO4 | the Open Molecules 2025 dataset | the ωB97M-V functional and the def2-TZVPD basis
O -2.15834 1.28295 -1.84933
H 1.43142 1.50264 0.27979
H 0.90803 0.63640 -1.15563
H 2.26924 -1.77991 0.46729
C 0.61594 0.96475 -0.11820
C 0.29738 0.02830 2.18135
H -2.11658 -0.58751 -1.41739
O -2.03649 -1.54652 -1.11187
H -1.19509 1.52950 -0.87262
N 0.40703 -0.28240 0.71469
H 0.02561 -0.84013 2.73889
H -0.46647 -0.80142 0.48729
H 3.10881 -1.13016 -0.46610
H -0.60061 0.77639 2.44230
H -1.99833 1.81804 -2.68314
O -0.40210 1.87457 -0.17881
O 3.03401 -2.00852 -0.06997
H 1.09642 0.64258 2.53884
H -2.21989 -2.07956 -1.92737
```

5.
The following is a quantum chemistry calculation of a cluster of 4 separate species, C2H12NO4 in total, from the Open Molecules 2025 dataset.

Gap between HOMO and LUMO, eV: 7.17
Electronic energy, eV: -11949.239
ΔE to the lowest compared entry with this formula, charge and spin, kcal per mole: 22.2
Total charge: -1
LUMO level, eV: 3.51
Highest occupied orbital energy, eV: -3.666

The geometry in XYZ format:
```
19
C2H12NO4 | the Open Molecules 2025 dataset | the ωB97M-V functional and the def2-TZVPD basis
O -1.99772 -1.92751 -2.44419
H 0.84565 -1.23732 -0.89767
H 0.45318 -1.73151 1.50820
H 1.99077 1.85857 -2.31697
H -2.90843 2.22212 1.72779
N -0.01603 -1.05801 -0.42754
H 2.10692 -0.18762 2.03806
H 1.68367 0.90986 -1.05696
C 0.28717 -0.80830 0.95179
C 1.57823 0.12766 1.11035
H -2.15700 -1.01174 -2.69603
H -1.95845 0.98119 2.00540
O 2.38848 0.11295 0.02940
H -0.29677 -0.20990 -0.91731
H -1.25272 -1.84075 -1.81971
H -0.47206 -0.22553 1.45242
O -2.72604 1.48054 2.29537
H 1.15645 1.14871 1.31243
O 1.29470 1.39660 -1.85480
```

6.
The following is a quantum chemistry calculation of a cluster of 4 separate species, C2H12O3 in total, from the Open Molecules 2025 dataset.

Gap between HOMO and LUMO, eV: 11.08
SMILES: CC.O.O.O
Electronic energy, eV: -8410.835
ΔE to the lowest compared entry with this formula, charge and spin, kcal per mole: 11.1
Total charge: 0
LUMO level, eV: 0.37
Highest occupied orbital energy, eV: -10.712

The geometry in XYZ format:
```
17
C2H12O3 | the Open Molecules 2025 dataset | the ωB97M-V functional and the def2-TZVPD basis
H 0.09444 2.05966 1.58741
H 0.46506 -0.20674 -0.95674
H 2.58093 -0.57204 0.76962
H 0.96857 -1.93656 -1.41563
C 0.16601 -1.17968 -1.29950
C -0.95194 -1.64819 -0.27039
H -0.42093 -1.98130 0.66728
O -2.36006 2.14231 -0.39925
H -0.30596 -0.87313 -2.32158
H -1.50135 1.62782 -0.30672
H -1.63758 -2.35499 -0.78694
H -1.62257 -0.77892 -0.03681
H 0.97643 0.91831 0.95235
O 0.31184 1.62506 0.75130
H 3.07537 0.21954 1.99489
H -2.12509 3.06642 -0.50437
O 2.28681 -0.12758 1.57509
```

7.
The following is a quantum chemistry calculation of a cluster of 4 separate species, C2H12O3S2 in total, from the Open Molecules 2025 dataset.

Gap between HOMO and LUMO, eV: 9.31
SMILES: CCSS.O.O.O
Electronic energy, eV: -30080.930
ΔE to the lowest compared entry with this formula, charge and spin, kcal per mole: 30.0
Total charge: 0
LUMO level, eV: 0.29
Highest occupied orbital energy, eV: -9.016

The geometry in XYZ format:
```
19
C2H12O3S2 | the Open Molecules 2025 dataset | the ωB97M-V functional and the def2-TZVPD basis
H 0.28363 -0.23315 -2.34643
H -1.77563 0.06063 3.02328
C 1.28171 -1.09392 -0.61164
C 0.96099 -1.04748 -2.10799
H 1.88060 -0.97097 -2.68631
S -0.24704 -1.70200 0.37937
H 1.27644 -0.05845 -0.28018
H 3.71546 1.98540 3.79902
H -1.30543 0.63751 -3.00461
H 2.28957 1.44312 3.87592
O 2.80118 2.26011 3.72368
H -2.55067 -0.40506 -0.21404
H -3.21697 0.47390 3.05836
S -2.12205 -1.68446 -0.43664
O -1.63445 1.46971 -3.35223
O -2.46054 0.43895 2.46008
H -1.75421 1.98011 -2.55350
H 0.42822 -1.92709 -2.47994
H 2.14920 -1.62685 -0.24621
```

8.
The following is a quantum chemistry calculation of a cluster of 5 separate species, C2H12O4 in total, from the Open Molecules 2025 dataset.

Gap between HOMO and LUMO, eV: 10.54
SMILES: C=C.O.O.O.O
Electronic energy, eV: -10457.592
ΔE to the lowest compared entry with this formula, charge and spin, kcal per mole: 32.3
Total charge: 0
LUMO level, eV: 0.51
Highest occupied orbital energy, eV: -10.030

The geometry in XYZ format:
```
18
C2H12O4 | the Open Molecules 2025 dataset | the ωB97M-V functional and the def2-TZVPD basis
C -0.63093 -1.10802 -2.30827
H 0.20017 -1.54581 -0.30619
H 1.20012 -0.87436 2.62505
C -0.19378 -1.80728 -1.28072
H -0.05365 -2.88950 -1.42948
H 0.81275 0.44043 1.84821
H -0.82724 -0.54576 1.37560
H -0.24749 2.17132 2.53472
O -1.64878 -0.08732 1.09696
H -1.74603 -0.61333 0.28220
O 0.00074 1.92015 1.64067
H -0.88672 -1.34781 -3.32342
H 1.61693 2.37587 -1.57525
H -0.45584 -0.01729 -2.30702
H -0.77089 1.39438 1.28720
H 1.40297 1.52025 -0.47746
O 1.06294 -0.51487 1.74537
O 1.16474 1.52893 -1.42817
```

Calculated molar mass (g/mol), listed in the same order as above: 130.2, 114.1, 114.1, 114.1, 114.1, 84.1, 148.2, 100.1